[1]
ORCA calculation (ωB97M-V/def2-TZVPD) on a structure of composition C30H28BrF5N2O3PdSSe.

net charge	+2
gap between HOMO and LUMO (alpha / beta)	7.1 / 3.5	eV
2S+1	5

Each line ends with the Mulliken spin population.
Geometry (Å):
1 Pd -0.40734 -1.49812 1.65681  1.298
2 Br 8.25939 -2.29185 2.48205  0.240
3 Se -2.61010 -0.59721 0.67302  0.948
4 S -0.30548 -0.58863 -1.50944  0.053
5 F -1.77976 3.81911 3.33776  -0.003
6 F -4.70452 1.23999 -0.42567  0.006
7 F -3.80958 5.07110 2.07131  0.014
8 F -1.16433 1.29045 2.72475  0.013
9 F -5.26458 3.79600 0.18966  -0.003
10 O 1.81764 -0.51484 1.64571  0.064
11 O 0.06280 -1.75929 -0.58591  0.065
12 O 1.53460 -2.58526 2.40736  0.106
13 N -0.77050 -1.57287 3.84405  0.164
14 N -1.26995 -3.53003 1.52726  0.207
15 C 2.24767 -1.60077 2.07316  0.098
16 C 4.27522 -2.71754 3.09933  0.015
17 C -1.62017 0.29911 -4.37254  -0.004
18 C -2.19265 1.87139 2.09801  0.023
19 C -2.48589 3.17518 2.42352  -0.025
20 C 1.02633 0.61364 -1.36543  0.004
21 C -0.03302 -1.22525 -3.16677  0.010
22 C -0.84730 3.86988 -1.94217  0.000
23 C -2.43092 -3.86735 2.37651  0.001
24 C -0.55267 2.58082 -1.52478  0.002
25 C 1.29671 4.01251 -3.00819  0.000
26 C 0.70335 0.33664 -4.98318  0.002
27 C 0.43792 1.31757 -5.92898  0.000
28 C 3.74266 -1.75141 2.20709  0.161
29 C -0.32296 -0.17568 -4.20229  0.003
30 C 4.58930 -0.93037 1.42461  0.015
31 C 0.07873 4.59016 -2.68342  0.000
32 C 1.58454 2.71738 -2.60022  0.001
33 C -0.85346 1.79545 -6.08841  0.001
34 C 5.62243 -2.88050 3.20018  0.082
35 C -2.15485 -3.63806 3.85520  -0.003
36 C -3.98503 1.85178 0.50213  0.041
37 C 6.46784 -2.06744 2.38879  0.245
38 C -3.53343 3.82287 1.77318  0.110
39 C -2.04815 -2.17841 4.27773  -0.001
40 C 5.94014 -1.08138 1.50107  0.086
41 C -4.28356 3.16239 0.80700  -0.025
42 C -1.88437 1.28376 -5.31085  -0.001
43 C -2.93772 1.16899 1.14154  0.014
44 C 0.66502 1.99389 -1.85333  0.000
45 H -2.89508 1.64552 -5.44421  0.000
46 H 6.05694 -3.61071 3.86818  0.000
47 H 1.89423 0.19620 -1.88077  0.001
48 H -2.86438 -1.60072 3.83878  0.000
49 H 1.23971 1.70621 -6.54245  0.000
50 H -1.24877 -4.17836 4.15291  -0.001
51 H 6.61328 -0.47606 0.91044  0.000
52 H 2.02282 4.56753 -3.58698  0.000
53 H -0.14895 5.59688 -3.00661  0.000
54 H -1.80230 4.31461 -1.69312  0.000
55 H -1.06075 2.55881 -6.82637  0.000
56 H 2.53499 2.26787 -2.86515  0.001
57 H 3.59452 -3.32114 3.68266  0.000
58 H -1.47865 -3.67426 0.54277  -0.009
59 H -1.28251 2.02683 -0.94183  -0.003
60 H 0.01528 -2.14288 4.14739  -0.007
61 H 4.14538 -0.18765 0.77692  -0.003
62 H -0.65450 -0.65025 4.25245  -0.010
63 H -0.71683 -2.07449 -3.22291  0.000
64 H 1.23154 0.60351 -0.29104  -0.002
65 H -2.97459 -4.08846 4.41601  0.000
66 H -2.42911 -0.11016 -3.77612  0.001
67 H -0.46180 -4.10663 1.75111  -0.012
68 H -2.14685 -2.10754 5.36217  0.005
69 H 1.71243 -0.04226 -4.86420  0.000
70 H -3.26871 -3.24326 2.05921  -0.002
71 H -2.72219 -4.90648 2.21397  0.009
72 H 0.99487 -1.59048 -3.19040  0.006

=====

[2]
ORCA calculation (ωB97M-V/def2-TZVPD) on an isolated molecule of C19H21N5O4S3.

structure (SMILES)	CCOC(=O)N1CCC(n2c(SCC(=O)Nc3nccs3)nc3ccsc3c2=O)CC1
gap between HOMO and LUMO	8.7	eV
2S+1	1

Each line ends with the natural charge from an NBO analysis.
Geometry (Å):
1 S -0.16277 4.66301 -0.11374  0.480
2 S -8.26176 -1.39331 0.09210  0.359
3 S -1.82848 -1.24202 -0.13348  0.287
4 O 1.81503 2.16219 -0.15120  -0.617
5 O 5.51694 -1.38399 -1.39139  -0.664
6 O -3.73658 -3.30048 -0.14706  -0.570
7 O 5.49485 -1.41310 0.87081  -0.530
8 N -6.16958 0.11095 0.06082  -0.492
9 N 0.09380 0.64306 -0.15496  -0.437
10 N -5.68545 -2.20592 -0.04093  -0.622
11 N -2.16458 1.33371 -0.11115  -0.530
12 N 3.58642 -1.74816 -0.26702  -0.452
13 C 6.89201 -1.12946 0.87211  -0.067
14 C -4.30796 -2.23996 -0.09309  0.685
15 C 1.03624 -0.47556 -0.19247  -0.020
16 C -8.45323 0.31996 0.16203  -0.452
17 C -1.86751 4.91560 -0.09211  -0.358
18 C -1.25206 0.42067 -0.13369  0.326
19 C 1.88669 -0.46558 -1.46430  -0.434
20 C 4.91331 -1.48647 -0.34933  0.898
21 C 0.61906 1.95766 -0.14417  0.651
22 C 2.78118 -1.70621 -1.46654  -0.216
23 C -6.51863 -1.12598 0.03055  0.254
24 C 2.83260 -1.74680 0.96418  -0.211
25 C -0.40857 2.95465 -0.12343  -0.384
26 C -3.61545 -0.90895 -0.07796  -0.629
27 C -7.24561 0.93245 0.13467  -0.031
28 C -2.59348 3.76979 -0.09110  -0.273
29 C -1.75779 2.62564 -0.10915  0.177
30 C 1.94075 -0.50563 1.04116  -0.435
31 C 7.16080 0.36008 0.71098  -0.636
32 H 1.24430 -0.46921 -2.34617  0.215
33 H 0.43305 -1.39080 -0.19415  0.216
34 H -2.23800 5.92205 -0.08123  0.237
35 H 7.25031 -1.49377 1.83766  0.184
36 H -7.07858 1.99291 0.16649  0.215
37 H 3.52491 -1.77240 1.80367  0.242
38 H -9.42960 0.75430 0.21772  0.246
39 H 2.21005 -2.64971 0.98625  0.186
40 H -3.89518 -0.29899 -0.93616  0.280
41 H -3.84967 -0.34198 0.82223  0.279
42 H 2.16583 -2.61218 -1.50854  0.186
43 H 8.22815 0.54895 0.78287  0.213
44 H 6.80736 0.69277 -0.26162  0.227
45 H 7.37023 -1.68861 0.06141  0.200
46 H 6.64511 0.92239 1.48593  0.208
47 H 1.33653 -0.53767 1.94929  0.214
48 H -6.12726 -3.11843 -0.05436  0.422
49 H 2.56148 0.38993 1.05912  0.244
50 H 2.50729 0.43014 -1.48181  0.245
51 H -3.66567 3.71817 -0.07903  0.233
52 H 3.45916 -1.68966 -2.32075  0.252

=====

Number 1: DFT total energy -7495.44363 Ha. Number 2: DFT total energy -2506.01234 Ha.